{
  "formula": "BH16O6",
  "method": "ωB97M-V with the def2-TZVPD basis set",
  "symbols": ["B", "H", "H", "H", "H", "O", "H", "H", "O", "H", "H", "O", "H", "H", "O", "H", "H", "O", "H", "H", "O", "H", "H"],
  "xyz": [[-0.209, -0.613, -0.282], [-0.244, 0.544, 0.082], [-0.038, -1.328, 0.645], [-1.348, -0.982, -0.706], [0.561, -0.716, -1.357], [-0.748, 0.971, -3.165], [-1.499, 0.449, -3.322], [-0.506, 0.404, -2.532], [-0.945, 1.905, 2.848], [-0.681, 2.814, 2.846], [-1.266, 1.521, 2.010], [3.055, 0.921, 0.579], [2.276, 0.548, -0.027], [3.408, 0.217, 1.038], [0.473, -1.256, 3.506], [0.484, -1.462, 2.695], [1.141, -0.551, 3.728], [1.149, -3.576, -1.694], [1.162, -3.609, -2.758], [0.952, -2.648, -1.600], [-2.754, 2.131, -0.954], [-2.422, 2.746, -0.392], [-2.002, 1.570, -1.191]],
  "lowdin_charge": [-0.407, -0.061, -0.074, -0.027, -0.022, -0.008, 0.021, -0.118, -0.067, 0.010, 0.030, -0.096, 0.081, -0.038, 0.003, -0.140, 0.077, -0.134, 0.102, -0.061, -0.032, -0.038, -0.003],
  "lumo_ev": 3.18,
  "homo_lumo_gap_ev": 9.05,
  "charge": -1,
  "largest_force_ev_per_a": 11.5
}


{
  "formula": "C6H5Cl3GeNO3PdS",
  "method": "ωB97M-V with the def2-TZVPD basis set",
  "symbols": ["Pd", "O", "N", "C", "C", "C", "C", "C", "S", "H", "H", "H", "H", "Cl", "Ge", "Cl", "Cl", "O", "C", "O", "H"],
  "xyz": [[0.231, -0.152, -1.462], [-1.029, 0.280, 0.114], [-0.425, 0.208, 1.281], [-1.246, 0.351, 2.334], [-0.651, 0.398, 3.574], [0.705, 0.165, 3.743], [1.506, -0.029, 2.636], [0.934, 0.090, 1.357], [1.895, 0.452, -0.056], [-2.294, 0.386, 2.067], [-1.333, 0.424, 4.442], [1.200, 0.154, 4.716], [2.529, -0.380, 2.605], [0.829, -0.797, -5.382], [1.154, 0.516, -3.701], [1.107, 2.549, -4.371], [3.221, 0.033, -2.906], [-1.302, -1.536, -1.844], [-2.104, -1.121, -2.787], [-2.266, 0.016, -3.235], [-2.662, -2.006, -3.125]],
  "lowdin_charge": [0.555, -0.243, -0.218, -0.021, -0.086, -0.097, -0.101, -0.631, 0.554, 0.140, 0.108, 0.105, 0.101, 0.021, -0.289, 0.024, -0.090, -0.264, -0.588, -0.084, 0.103],
  "lumo_ev": [2.68, 1.35],
  "s2": 2.011,
  "multiplicity": 3,
  "homo_lumo_gap_ev": [6.40, 6.29],
  "charge": -1,
  "largest_force_ev_per_a": 2.2
}


{
  "formula": "C21H26CoF5N5O2",
  "method": "ωB97M-V with the def2-TZVPD basis set",
  "symbols": ["Co", "O", "C", "C", "C", "C", "C", "C", "C", "O", "N", "N", "C", "C", "C", "C", "C", "C", "N", "H", "H", "H", "H", "H", "H", "H", "H", "H", "H", "C", "N", "C", "C", "C", "N", "C", "C", "H", "H", "H", "H", "H", "H", "H", "H", "H", "H", "H", "H", "H", "H", "H", "H", "F", "C", "F", "C", "F", "F", "F"],
  "xyz": [[0.156, 0.449, 0.566], [1.728, -1.392, -4.313], [0.439, -1.094, -4.498], [-0.066, -1.177, -5.798], [-1.397, -0.930, -6.051], [-2.268, -0.585, -5.017], [-1.774, -0.455, -3.740], [-0.424, -0.700, -3.458], [0.045, -0.525, -2.087], [-0.643, 0.151, -1.254], [1.192, -1.106, -1.729], [1.433, -0.883, -0.447], [2.438, -1.360, 0.180], [2.553, -0.980, 1.570], [3.607, -1.378, 2.383], [3.652, -0.933, 3.693], [2.657, -0.080, 4.150], [1.646, 0.279, 3.278], [1.578, -0.179, 2.030], [1.936, -1.396, -3.362], [0.618, -1.459, -6.587], [-1.772, -1.010, -7.063], [-3.319, -0.421, -5.212], [-2.424, -0.164, -2.925], [3.178, -1.985, -0.308], [4.377, -2.019, 1.977], [4.455, -1.242, 4.349], [2.669, 0.309, 5.157], [0.864, 0.961, 3.589], [-0.714, -1.900, 2.624], [-1.209, -1.149, 1.462], [-1.524, -2.124, 0.401], [-2.422, -0.415, 1.849], [-2.727, 0.693, 0.874], [-1.649, 1.693, 0.799], [-1.612, 2.522, 2.016], [-1.933, 2.564, -0.362], [-1.464, -2.624, 2.959], [-0.490, -1.228, 3.451], [0.192, -2.442, 2.357], [-2.268, -2.847, 0.755], [-0.622, -2.665, 0.118], [-1.917, -1.627, -0.482], [-2.278, -0.006, 2.850], [-3.284, -1.091, 1.892], [-3.664, 1.177, 1.170], [-2.857, 0.284, -0.128], [-2.592, 2.976, 2.202], [-0.889, 3.321, 1.899], [-1.332, 1.934, 2.889], [-2.983, 2.869, -0.347], [-1.727, 2.029, -1.285], [-1.312, 3.453, -0.328], [0.791, 2.869, -0.589], [1.343, 2.092, 0.373], [1.226, 2.782, 1.542], [2.849, 2.055, 0.061], [3.301, 3.263, -0.234], [3.537, 1.598, 1.120], [3.094, 1.248, -0.979]],
  "lowdin_charge": [0.694, 0.085, -0.256, 0.004, -0.054, -0.077, -0.025, -0.077, -0.367, -0.089, 0.089, -0.027, -0.025, -0.254, 0.018, -0.012, -0.014, -0.108, 0.046, 0.071, 0.126, 0.114, 0.106, 0.109, 0.151, 0.130, 0.125, 0.121, 0.120, -0.070, -0.267, -0.057, -0.169, -0.173, -0.264, -0.054, -0.052, 0.108, 0.080, 0.093, 0.106, 0.095, 0.079, 0.119, 0.141, 0.141, 0.117, 0.110, 0.086, 0.081, 0.110, 0.083, 0.092, 0.076, -0.334, 0.063, -0.579, 0.197, 0.158, 0.161],
  "lumo_ev": [-4.10, -4.10],
  "homo_lumo_gap_ev": [6.73, 6.73],
  "charge": 1,
  "largest_force_ev_per_a": 2.4
}


{
  "formula": "C7H7Cl",
  "method": "ωB97M-V with the def2-TZVPD basis set",
  "symbols": ["C", "C", "C", "C", "C", "C", "C", "H", "H", "H", "H", "H", "H", "H", "Cl"],
  "xyz": [[-0.823, 2.269, -1.475], [-0.143, 1.057, -0.871], [-0.266, 0.834, 0.495], [0.289, -0.455, 0.863], [0.504, -1.005, -0.255], [0.147, -0.238, -1.374], [0.087, -0.559, -2.731], [0.033, 2.955, -1.920], [-1.368, 1.555, -2.327], [-1.606, 2.938, -0.745], [-0.217, 1.584, 1.398], [0.892, -2.074, -0.621], [-0.378, -0.013, -3.514], [-0.167, -1.761, -3.142], [0.237, -0.977, 2.527]],
  "lowdin_charge": [-0.075, -0.309, -0.068, -0.691, -0.153, -0.327, 0.118, 0.096, 0.114, 0.141, 0.146, 0.170, 0.025, 0.149, 0.663],
  "lumo_ev": -0.78,
  "homo_lumo_gap_ev": 7.79,
  "smiles": "C=C1C=C(Cl)C=C1C",
  "largest_force_ev_per_a": 10.5
}


Repeat the second record exactly.
{
  "formula": "C6H5Cl3GeNO3PdS",
  "method": "ωB97M-V with the def2-TZVPD basis set",
  "symbols": ["Pd", "O", "N", "C", "C", "C", "C", "C", "S", "H", "H", "H", "H", "Cl", "Ge", "Cl", "Cl", "O", "C", "O", "H"],
  "xyz": [[0.231, -0.152, -1.462], [-1.029, 0.280, 0.114], [-0.425, 0.208, 1.281], [-1.246, 0.351, 2.334], [-0.651, 0.398, 3.574], [0.705, 0.165, 3.743], [1.506, -0.029, 2.636], [0.934, 0.090, 1.357], [1.895, 0.452, -0.056], [-2.294, 0.386, 2.067], [-1.333, 0.424, 4.442], [1.200, 0.154, 4.716], [2.529, -0.380, 2.605], [0.829, -0.797, -5.382], [1.154, 0.516, -3.701], [1.107, 2.549, -4.371], [3.221, 0.033, -2.906], [-1.302, -1.536, -1.844], [-2.104, -1.121, -2.787], [-2.266, 0.016, -3.235], [-2.662, -2.006, -3.125]],
  "lowdin_charge": [0.555, -0.243, -0.218, -0.021, -0.086, -0.097, -0.101, -0.631, 0.554, 0.140, 0.108, 0.105, 0.101, 0.021, -0.289, 0.024, -0.090, -0.264, -0.588, -0.084, 0.103],
  "lumo_ev": [2.68, 1.35],
  "s2": 2.011,
  "multiplicity": 3,
  "homo_lumo_gap_ev": [6.40, 6.29],
  "charge": -1,
  "largest_force_ev_per_a": 2.2
}